A molecular structure, C11H14BCuF3N6, computed with ωB97M-V/def2-TZVPD.

The geometry in ORCA input format:
```
! RIJCOSX wB97M-V def2-TZVPD def2/J DEFGRID3
* xyz 0 2
H 0.5544 -3.6279 0.8633
N -0.2490 -1.7585 0.2676
B -1.7617 0.2707 -0.3758
N -1.4889 -1.2113 0.0520
C -2.3718 -2.1371 0.4150
Cu 1.5397 -0.2292 -0.1842
H -3.4099 -1.9066 0.3499
C -1.6996 -3.3029 0.7666
H -2.1286 -4.2429 1.0256
C -0.3434 -3.0373 0.7029
H -2.9165 0.5180 -0.5668
C 3.1017 0.8297 -0.4129
H 3.8805 0.2695 0.1050
H 2.8909 1.7039 0.2025
H 3.2429 1.0357 -1.4945
N -0.9044 0.4287 -1.6608
N -1.1951 1.2776 0.6760
N 0.4661 0.1804 -1.6152
N 0.1378 1.2046 0.9907
C -1.2862 0.6789 -2.9243
C -1.7818 2.2779 1.3785
H -2.3340 0.8966 -3.1174
H -2.8319 2.4932 1.2489
C -0.1576 0.5863 -3.7386
C -0.8025 2.8763 2.1641
C 0.9095 0.2616 -2.8869
C 0.3882 2.1714 1.8792
H -0.1122 0.7453 -4.8043
H -0.9119 3.7003 2.8465
H 1.9653 0.1511 -3.0771
H 1.3736 2.3365 2.2961
H 0.5158 -1.5807 -0.4044
F 2.7509 -0.0279 2.5210
C 1.8699 -0.8597 1.8725
F 2.3835 -2.1367 2.0231
F 0.7161 -0.8354 2.6163
*
```

Calculated values
lowest unoccupied orbital energy (alpha / beta)	0.0 / 0.0	eV
⟨S²⟩	0.756
gap between HOMO and LUMO (alpha / beta)	0.25625 / 0.29815	Eh
energy relative to the best compared isomer or geometry (same formula, charge and spin)	60.8	kcal/mol

=====

2 unconnected molecules or ions with the total composition CH3NO2, computed with ωB97M-V/def2-TZVPD.

The geometry in ORCA input format:
```
! RIJCOSX wB97M-V def2-TZVPD def2/J DEFGRID3
* xyz 0 1
C 0.8450 -0.7794 -0.9467
N 0.2239 0.0980 -1.3030
O -0.3201 1.0174 -1.8624
O -1.0591 0.1145 1.5572
H 1.4577 -1.1926 -0.2395
H -0.3786 0.3065 2.1090
H -0.7688 0.4356 0.6854
*
```

Calculated values
lowest unoccupied orbital energy	0.7	eV
gap between HOMO and LUMO	0.41616	Eh
SMILES string	C#[N+][O-].O
energy relative to the best compared isomer or geometry (same formula, charge and spin)	103.7	kcal/mol

=====

2 unconnected molecules or ions with the total composition C30H34BNO11, computed with ωB97M-V/def2-TZVPD.

The geometry in ORCA input format:
```
! RIJCOSX wB97M-V def2-TZVPD def2/J DEFGRID3
* xyz 0 1
C -3.0240 5.0026 1.6198
C -3.4161 4.3163 3.0672
O -4.4624 3.2855 2.9860
B -3.9130 1.9188 3.0820
O -4.3869 0.8837 4.0668
C -2.6707 1.4012 2.0842
C -2.6746 1.8092 0.4884
C -1.4931 1.3266 -0.5490
C -1.6544 1.7724 -2.1281
O -2.8544 1.1153 -2.6805
C -2.8832 -0.3310 -2.3429
C -3.9550 -0.9708 -1.2314
O -2.0737 -1.2501 -2.9373
C -0.2433 0.4139 0.0197
C 1.0033 -0.1169 -0.9582
C 2.1183 1.1258 -0.9226
C 3.6812 0.9412 -0.4254
N 1.7015 2.3907 -1.3151
C -0.2010 -0.0178 1.6077
C -1.4268 0.4828 2.6296
C -1.3093 -0.0521 4.2095
O -1.5625 0.7039 5.2807
C -0.7888 -1.6350 4.3540
C -1.4462 -2.7019 5.4164
C -0.8582 -4.2677 5.4215
C 0.3606 -4.7386 4.3811
C 1.0422 -3.6622 3.2976
C 2.2410 -4.2154 2.3257
C 2.0402 -3.9081 0.7279
C 3.5565 -3.5148 0.1462
O 3.8301 -4.0975 -1.1849
C 4.1655 -2.9231 -2.0550
C 3.0294 -2.6091 -3.2416
O 5.2941 -2.2043 -1.9339
C 0.4319 -2.1400 3.3282
C 0.9987 -0.9809 2.2639
O 2.2921 -0.8224 1.9685
H -3.7852 4.6860 0.7570
H -3.0119 6.1726 1.6264
H -1.9689 4.5881 1.2553
H -3.8310 5.1597 3.7915
H -2.4775 3.8546 3.6170
H -4.4417 1.3694 4.9598
H -3.5848 2.4810 0.1173
H -0.7324 1.4405 -2.7697
H -1.8440 2.9483 -2.2006
H -4.1880 -2.1082 -1.4770
H -3.4984 -0.9469 -0.1442
H -4.9660 -0.3700 -1.2299
H 1.4916 -1.0797 -0.5022
H 0.6269 -0.3503 -2.0437
H 4.4031 1.2543 -1.3225
H 3.9624 -0.1875 -0.1869
H 3.8899 1.5563 0.5490
H 2.4876 3.0815 -1.2156
H -2.3111 -2.3805 6.1609
H -1.3470 -5.0472 6.1642
H 0.7339 -5.8651 4.4398
H 3.2461 -3.7138 2.7025
H 2.3822 -5.3884 2.4759
H 1.7072 -4.9041 0.1707
H 1.2276 -3.1061 0.4712
H 3.6473 -2.3325 0.0938
H 4.4023 -3.9520 0.8663
H 2.0084 -2.5136 -2.6750
H 3.3114 -1.6777 -3.9004
H 3.0100 -3.6012 -3.9002
C 1.4102 2.9396 -6.5788
C 0.5055 2.0300 -5.8126
O 0.4481 2.6307 -4.5327
C 0.7499 3.9515 -4.7003
O 0.6290 4.8009 -3.8334
O 1.2035 4.1975 -5.9641
H 1.1563 2.9811 -7.6416
H 2.4651 2.6647 -6.4753
H -0.5053 1.9948 -6.2325
H 0.8984 1.0118 -5.7459
*
```

Calculated values
lowest unoccupied orbital energy	-1.7	eV
gap between HOMO and LUMO	0.26394	Eh
SMILES string	[H]/N=C(\C)Cc1c(COC(C)=O)cc(B(O)OCC)c2c1C(=O)c1c(CCCOC(C)=O)cccc1C2=O.O=C1OCCO1

=====

Number 1: largest force on an atom 4.0 eV Å⁻¹. Number 2: largest force on an atom 4.3 eV Å⁻¹. Number 3: largest force on an atom 8.9 eV Å⁻¹.